[1]
Entry from OMol25: a structure of composition C3H2FFeO4 at a distorted geometry (ωB97M-V with the def2-TZVPD basis set).

CARTESIAN COORDINATES (ANGSTROEM)
C (-0.311, -3.170, 1.228)
O (-0.101, -4.235, 1.615)
H (0.380, -2.062, 2.616)
C (-1.814, -2.074, 1.609)
O (-1.517, -0.738, 1.907)
C (-0.429, -0.313, 2.505)
O (0.504, -1.125, 2.871)
O (-0.372, 0.885, 2.773)
Fe (0.596, 2.172, 3.545)
F (-2.510, -2.556, 2.636)
H (-2.400, -2.140, 0.682)

**Spin multiplicity**: 7
**E**: -1778.42860 a.u.
**<S²>**: 12.0035
**Kohn-Sham gap (alpha / beta)**: 6.22 / 8.76 eV
**Total charge**: +3
**Relative energy (zero: lowest compared OMol25 entry of this formula, charge and spin)**: 17.8 kcal/mol
**E_LUMO (alpha / beta)**: -16.7 / -19.3 eV

=====

[2]
Entry from OMol25: a structure of composition C3H2FIrO2 at a distorted geometry (ωB97M-V with the def2-TZVPD basis set).

CARTESIAN COORDINATES (ANGSTROEM)
O (-1.023, 0.862, 0.231)
O (-0.362, -3.026, 1.248)
C (-0.360, 1.057, -0.817)
C (0.948, 0.522, -0.948)
C (-0.739, -2.090, 1.752)
H (-0.740, 1.680, -1.637)
H (1.496, 0.468, -1.889)
F (1.657, 0.407, 0.135)
Ir (-0.877, 0.120, 1.924)

**Spin multiplicity**: 6
**E**: -468.44868 a.u.
**<S²>**: 8.7594
**Kohn-Sham gap (alpha / beta)**: 8.33 / 8.12 eV
**Total charge**: +3
**E_LUMO (alpha / beta)**: -17.4 / -20.7 eV

=====

[3]
Entry from OMol25: a structure of composition C3H2FLaO2 at a distorted geometry (ωB97M-V with the def2-TZVPD basis set).

CARTESIAN COORDINATES (ANGSTROEM)
F (-2.397, 0.982, -0.082)
O (1.917, -0.629, -0.040)
O (0.273, 1.438, 0.006)
C (0.710, -0.893, 0.127)
C (-1.450, 0.071, -0.251)
C (-0.225, 0.202, 0.319)
H (0.336, -1.913, -0.050)
H (-1.823, -0.938, 0.113)
La (2.659, 1.680, -0.142)

**E**: -396.70647 a.u.
**Kohn-Sham gap (alpha / beta)**: 6.98 / 6.98 eV
**Total charge**: +2
**Relative energy (zero: lowest compared OMol25 entry of this formula, charge and spin)**: 23.5 kcal/mol
**E_LUMO (alpha / beta)**: -10.4 / -10.4 eV

=====

[4]
Entry from OMol25: a structure of composition C3H2FLiO3Tl at a distorted geometry (ωB97M-V with the def2-TZVPD basis set).

CARTESIAN COORDINATES (ANGSTROEM)
O (-1.560, 0.333, 1.224)
C (-1.304, -0.781, 0.840)
C (0.627, 0.145, -0.701)
O (0.198, -0.887, -0.007)
O (-1.844, -1.833, 0.561)
C (1.450, 1.127, -0.305)
Li (-0.566, 1.932, 1.419)
F (-0.037, 0.260, -1.861)
H (1.646, 1.966, -0.971)
H (2.008, 0.996, 0.621)
Tl (-0.619, -3.256, -0.820)

**Spin multiplicity**: 2
**E**: -620.46089 a.u.
**<S²>**: 0.7595
**Kohn-Sham gap (alpha / beta)**: 10.31 / 5.96 eV
**Total charge**: +2
**Relative energy (zero: lowest compared OMol25 entry of this formula, charge and spin)**: 7.0 kcal/mol
**E_LUMO (alpha / beta)**: -8.8 / -13.1 eV

=====

[5]
Entry from OMol25: the molecule C3H2FNO2 at a distorted geometry (ωB97M-V with the def2-TZVPD basis set).

CARTESIAN COORDINATES (ANGSTROEM)
O (0.268, 0.429, -1.791)
C (0.078, 0.124, -0.441)
C (-0.102, 1.142, 0.586)
N (-0.268, 0.591, 1.760)
O (-0.271, -0.774, 1.530)
C (-0.032, -1.043, 0.269)
F (0.035, -2.257, -0.141)
H (0.418, -0.417, -2.230)
H (-0.126, 2.205, 0.458)

**E**: -420.53956 a.u.
**Kohn-Sham gap**: 9.76 eV
**Relative energy (zero: lowest compared OMol25 entry of this formula, charge and spin)**: 38.3 kcal/mol
**E_LUMO**: 0.5 eV

=====

[6]
Entry from OMol25: a structure of composition C3H2FO2 at a distorted geometry (ωB97M-V with the def2-TZVPD basis set).

CARTESIAN COORDINATES (ANGSTROEM)
C (-0.135, -0.544, 0.957)
C (-1.179, -0.825, 0.154)
C (-2.435, 0.097, 0.056)
O (-3.444, -0.371, 0.432)
O (-1.438, -1.867, -0.493)
F (-2.704, 1.621, -0.624)
H (-0.004, 0.391, 1.339)
H (0.575, -1.296, 1.282)

**E**: -365.85101 a.u.
**Kohn-Sham gap**: 7.81 eV
**Total charge**: -1
**Relative energy (zero: lowest compared OMol25 entry of this formula, charge and spin)**: 37.1 kcal/mol
**E_LUMO**: 4.5 eV

=====

[7]
Entry from OMol25: a structure of composition C3H2FO2Pr at a distorted geometry (ωB97M-V with the def2-TZVPD basis set).

CARTESIAN COORDINATES (ANGSTROEM)
O (-0.003, 1.190, -0.520)
H (-0.874, -2.338, 1.252)
O (0.600, -1.009, 0.893)
C (-0.484, -1.524, 0.616)
C (-1.507, -0.684, -0.125)
C (-1.053, 0.753, -0.180)
F (-2.758, -0.860, 0.320)
Pr (2.329, 0.384, -0.034)
H (-1.285, -1.191, -1.136)

**Spin multiplicity**: 4
**E**: -881.46167 a.u.
**<S²>**: 3.7695
**Kohn-Sham gap (alpha / beta)**: 4.69 / 9.40 eV
**Total charge**: +3
**Relative energy (zero: lowest compared OMol25 entry of this formula, charge and spin)**: 10.1 kcal/mol
**E_LUMO (alpha / beta)**: -17.9 / -16.0 eV

=====

[8]
Entry from OMol25: a structure of composition C3H2FOTl at a distorted geometry (ωB97M-V with the def2-TZVPD basis set).

CARTESIAN COORDINATES (ANGSTROEM)
C (0.291, -0.049, 0.995)
C (0.307, 1.117, 0.239)
O (-0.199, 0.676, -1.038)
C (-0.641, -0.557, -0.938)
F (-0.326, -0.084, 2.207)
H (1.059, -0.821, 0.892)
H (1.233, 1.690, 0.127)
Tl (-1.724, -1.972, -2.484)

**E**: -462.81457 a.u.
**Kohn-Sham gap (alpha / beta)**: 6.27 / 6.00 eV
**Relative energy (zero: lowest compared OMol25 entry of this formula, charge and spin)**: 121.7 kcal/mol
**E_LUMO (alpha / beta)**: -0.9 / -0.9 eV

=====

Question: What is the formula in the sixth record?
Answer: C3H2FO2